Molecular formula: C4H10O
Method: DFT, the ωB97M-V functional and the def2-TZVPD basis

Computed properties:
ΔE to the lowest compared entry with this formula, charge and spin ... 70.3 kcal per mole
Total energy ... -233.532861 Eh
Kohn-Sham gap ... 9.7 eV
LUMO ... 1.14 eV
SMILES string ... C=COCC.[H][H]
Charge ... 0

Positions of all 15 atoms, in Å:
C: 1.845 0.984 0.004
C: 0.894 0.050 -0.152
O: -0.168 0.349 -0.918
C: -1.342 -0.411 -0.738
C: -2.112 0.131 0.445
H: 1.544 2.009 -0.121
H: 2.907 0.822 0.021
H: 0.836 -0.930 0.321
H: -1.103 -1.480 -0.622
H: -1.892 -0.292 -1.674
H: -3.086 -0.354 0.543
H: -2.254 1.207 0.311
H: -1.546 -0.022 1.371
H: 2.812 -0.763 0.851
H: 2.665 -1.301 0.358

Cartesian forces, eV/Å:
C -0.21 0.25 -0.32
C 0.03 0.35 -0.02
O -0.18 0.41 -0.02
C -0.34 -0.13 0.04
C -0.11 0.01 0.11
H -0.10 0.25 -0.71
H -0.08 -0.12 0.82
H 0.33 -0.06 -0.55
H 0.04 0.19 0.03
H -0.06 -0.05 0.16
H 0.05 0.04 0.03
H -0.07 -0.15 0.05
H -0.10 0.00 -0.10
H 0.33 -0.66 0.18
H 0.49 -0.32 0.30


Molecular formula: C19H30BrO11PS2Tl
Method: DFT, the ωB97M-V functional and the def2-TZVPD basis

Computed properties:
Total energy ... -5452.745531 Eh
Kohn-Sham gap ... 1.7 eV
LUMO ... -14.63 eV
Charge ... +3

Positions of all 65 atoms, in Å:
C: 1.990 -3.176 4.285
C: 1.370 -2.617 3.012
C: 0.121 -1.780 3.219
O: -0.395 -1.646 4.285
O: -0.439 -1.156 2.160
C: 0.155 -1.201 0.868
C: -0.867 -0.585 -0.125
C: -1.362 -1.656 -1.110
P: -2.557 -2.849 -0.289
O: -1.873 -4.136 -0.169
O: -2.901 -2.129 1.088
O: -3.901 -2.868 -1.126
C: -1.897 -1.042 -2.445
C: -3.230 -0.287 -2.466
C: -3.125 1.261 -2.443
C: -3.926 1.818 -3.616
Br: -4.605 3.664 -3.310
O: -1.985 -2.161 -3.342
C: -1.210 -3.180 -2.906
O: -1.237 -4.279 -3.299
C: -0.312 -2.608 -1.739
S: 1.041 -1.967 -2.677
C: 2.344 -1.265 -1.715
C: 2.420 0.283 -1.936
O: 2.673 0.690 -3.020
O: 2.241 1.015 -0.836
C: 3.122 2.202 -0.855
C: 2.805 3.204 0.236
C: 1.332 3.391 0.512
O: 3.614 2.885 1.403
C: 3.070 2.690 2.608
O: 2.494 1.676 2.912
C: 3.329 3.779 3.618
S: 2.418 3.497 5.131
H: 1.731 -4.220 4.426
H: 1.728 -2.590 5.159
H: 3.074 -3.136 4.183
H: 1.122 -3.399 2.290
H: 2.073 -1.944 2.515
H: 1.078 -0.616 0.878
H: 0.371 -2.231 0.593
H: -1.702 -0.230 0.475
H: -0.480 0.276 -0.672
H: -3.466 -2.712 1.626
H: -4.653 -2.484 -0.654
H: -1.141 -0.361 -2.860
H: -3.833 -0.574 -1.613
H: -3.730 -0.586 -3.384
H: -2.095 1.608 -2.541
H: -3.488 1.662 -1.498
H: -3.312 1.944 -4.502
H: -4.815 1.241 -3.836
H: 0.001 -3.482 -1.151
H: 3.245 -1.619 -2.226
H: 2.384 -1.573 -0.673
H: 3.026 2.688 -1.820
H: 4.133 1.839 -0.691
H: 3.198 4.152 -0.133
H: 0.866 3.673 -0.433
H: 1.150 4.218 1.197
H: 0.844 2.480 0.853
H: 4.384 3.738 3.906
H: 3.141 4.783 3.232
H: 1.345 2.901 4.598
Tl: -6.894 5.091 -3.158

Cartesian forces, eV/Å:
C 0.35 -0.05 -0.27
C 0.11 0.23 -0.13
C 0.14 -0.37 0.41
O -0.20 0.14 0.18
O 0.00 0.23 -0.49
C -0.14 0.44 0.32
C 0.10 -0.74 -0.08
C -0.55 1.26 -0.21
P 0.38 -0.55 0.43
O -0.04 0.06 -0.09
O -0.48 -0.07 -0.39
O 0.14 0.11 0.18
C -0.34 0.23 -0.13
C 0.33 0.32 0.38
C 0.05 0.14 -0.14
C 0.14 0.06 0.03
Br 1.54 -0.94 0.04
O -0.08 0.01 0.13
C -0.09 0.66 0.15
O 0.26 -0.67 -0.32
C 0.17 -0.91 -0.81
S -0.08 0.49 -0.16
C 0.08 -0.75 0.35
C -0.21 0.45 -0.11
O 0.12 0.04 -0.27
O 0.45 -0.37 0.20
C -0.09 0.31 0.26
C -0.14 -0.29 -0.15
C -0.17 -0.06 -0.29
O 0.06 0.51 0.04
C -0.25 -0.74 0.14
O -0.19 0.23 -0.20
C 0.12 -0.15 0.11
S 0.12 0.11 0.29
H -0.20 0.02 0.19
H -0.14 -0.05 0.06
H 0.01 -0.06 0.02
H -0.05 -0.09 0.01
H 0.09 0.12 -0.10
H 0.03 0.03 -0.03
H 0.08 -0.08 0.06
H -0.05 0.06 -0.02
H 0.32 -0.08 0.02
H 0.20 0.17 0.30
H -0.15 -0.12 -0.17
H 0.19 -0.06 0.18
H -0.24 -0.15 -0.17
H -0.11 -0.26 0.06
H 0.06 -0.04 0.01
H -0.10 -0.07 0.01
H -0.13 -0.10 -0.12
H -0.09 0.04 -0.02
H 0.06 0.28 0.49
H 0.10 0.04 0.03
H -0.24 0.11 0.05
H -0.02 -0.10 -0.15
H 0.10 0.01 -0.23
H 0.19 0.01 0.08
H -0.02 0.03 -0.02
H 0.01 -0.08 0.14
H 0.05 0.01 0.19
H 0.08 0.12 -0.11
H 0.00 0.06 -0.05
H -0.10 -0.08 -0.15
Tl -1.51 0.96 0.03


Molecular formula: C5H9FeO3
Method: DFT, the ωB97M-V functional and the def2-TZVPD basis

Computed properties:
Total energy ... -1683.877604 Eh
2S+1 ... 7
Kohn-Sham gap (spin up / spin down) ... 9.6 / 6.7 eV
LUMO (spin up / spin down) ... -12.54 / -18.32 eV
Charge ... +3

Positions of all 18 atoms, in Å:
H: -1.111 0.039 1.052
O: 0.025 -0.789 -0.495
O: 0.758 -0.679 1.682
O: 0.423 1.275 0.424
C: -0.981 -1.485 -0.786
C: 1.714 -0.132 2.269
C: -0.923 -2.454 -1.864
C: 2.472 -0.829 3.295
C: -0.066 0.169 0.677
H: -1.947 -1.248 -0.315
H: 1.950 0.908 1.998
H: -1.348 -3.403 -1.499
H: -1.638 -2.100 -2.631
H: 0.080 -2.566 -2.283
H: 3.531 -0.808 2.987
H: 2.426 -0.212 4.206
H: 2.117 -1.847 3.472
Fe: 0.563 3.010 -0.199

Cartesian forces, eV/Å:
H 0.60 0.75 0.09
O 1.08 1.36 1.10
O -1.49 0.66 -1.28
O 1.30 4.13 -1.12
C -1.40 -0.66 -1.39
C 1.37 0.38 1.26
C 0.42 0.34 0.37
C -0.30 -0.09 -0.50
C -1.76 -6.30 0.88
H 0.20 -0.30 0.22
H 0.09 -0.34 0.24
H -0.06 -0.03 -0.08
H -0.07 -0.11 0.06
H -0.19 -0.09 0.06
H 0.02 0.02 0.12
H 0.08 0.03 0.03
H 0.09 0.13 0.01
Fe 0.03 0.11 -0.07


Molecular formula: C15H14AsIN4O2PdS5
Method: DFT, the ωB97M-V functional and the def2-TZVPD basis

Computed properties:
ΔE to the lowest compared entry with this formula, charge and spin ... 14.0 kcal per mole
Total energy ... -5601.944196 Eh
Kohn-Sham gap ... 4.9 eV
LUMO ... 3.49 eV
Charge ... -2

Positions of all 43 atoms, in Å:
Pd: -0.282 -2.252 -0.706
S: -1.496 -6.976 -0.624
As: -1.147 -5.146 0.368
S: -2.274 -3.532 -0.736
S: 0.738 -4.199 -0.977
S: 2.016 -2.847 -0.142
C: 4.874 2.809 -2.478
C: 3.485 2.225 -2.468
C: 3.278 0.882 -2.165
C: 2.006 0.331 -2.179
C: 0.917 1.135 -2.489
C: 1.103 2.473 -2.794
C: 2.383 3.012 -2.783
S: -0.721 0.411 -2.504
O: -1.616 1.503 -2.832
O: -0.637 -0.695 -3.417
N: -0.970 -0.170 -1.042
C: -1.267 0.662 0.016
C: -1.143 2.070 0.024
C: -1.430 2.762 1.181
C: -1.844 2.080 2.319
C: -1.950 0.702 2.216
N: -1.680 0.017 1.115
H: 5.556 2.207 -1.876
H: 4.879 3.826 -2.084
H: 5.278 2.847 -3.494
H: 4.121 0.250 -1.908
H: 1.861 -0.715 -1.934
H: 0.241 3.079 -3.038
H: 2.525 4.063 -3.018
H: -0.840 2.601 -0.864
H: -1.328 3.842 1.192
H: -2.072 2.589 3.246
H: -2.269 0.107 3.069
I: -3.672 -2.359 6.354
C: -2.612 -2.410 4.582
C: -3.122 -2.598 3.313
N: -2.071 -2.544 2.487
N: -0.918 -2.330 3.113
C: -1.227 -2.251 4.399
H: -4.124 -2.760 2.956
H: -2.085 -2.618 1.461
H: -0.464 -2.082 5.141

Cartesian forces, eV/Å:
Pd -0.20 -0.20 -0.50
S 0.02 0.01 -0.01
As -0.03 -0.03 0.03
S 0.02 0.05 0.10
S 0.09 -0.01 0.14
S -0.03 0.06 -0.02
C 0.00 0.00 0.00
C 0.00 0.00 0.00
C -0.01 0.01 -0.01
C 0.02 -0.01 0.00
C -0.02 0.00 -0.02
C -0.01 0.01 0.00
C 0.01 0.00 0.01
S 0.07 -0.01 0.13
O -0.02 0.03 -0.04
O -0.01 -0.04 -0.07
N 0.11 0.14 0.10
C -0.06 0.01 0.01
C -0.03 0.03 0.03
C 0.01 -0.01 -0.05
C -0.02 -0.04 0.02
C -0.01 0.05 0.03
N 0.07 -0.04 -0.02
H 0.00 0.00 0.00
H 0.00 0.00 0.00
H 0.00 0.00 0.00
H 0.00 0.00 0.00
H 0.00 0.00 0.00
H 0.00 0.00 0.00
H 0.00 0.00 0.00
H 0.00 -0.01 0.00
H 0.00 0.00 0.00
H 0.00 -0.01 0.00
H 0.00 0.02 0.00
I 0.01 0.00 -0.02
C 0.01 0.01 0.00
C -0.03 -0.01 0.00
N 0.06 0.00 -0.10
N -0.02 -0.05 0.19
C -0.03 0.00 0.03
H 0.01 -0.01 -0.01
H -0.02 0.04 0.01
H 0.00 0.00 0.00


Molecular formula: C4H4F2N2
Method: DFT, the ωB97M-V functional and the def2-TZVPD basis

Computed properties:
ΔE to the lowest compared entry with this formula, charge and spin ... 109.3 kcal per mole
Total energy ... -463.885726 Eh
Kohn-Sham gap ... 7.8 eV
LUMO ... -0.58 eV
SMILES string ... F/C=C/F.N=C=C=N
Charge ... 0

Positions of all 12 atoms, in Å:
F: -3.155 1.481 -0.473
C: -2.294 0.536 -0.982
C: -2.030 -0.636 -0.442
F: -0.974 -1.345 -0.991
H: -1.768 0.893 -1.762
H: -2.474 -1.003 0.498
N: 0.806 1.237 0.687
C: 1.527 0.264 1.010
C: 2.524 -0.438 0.608
N: 3.478 -1.139 0.905
H: 0.000 1.414 1.178
H: 4.055 -1.342 0.096

Cartesian forces, eV/Å:
F 0.46 -1.37 -0.22
C -1.52 -0.04 2.48
C 0.51 0.02 0.56
F -1.41 0.44 0.67
H 1.57 1.14 -2.68
H 0.42 -0.19 -0.79
N 2.15 -1.76 -1.90
C -3.15 3.02 -0.39
C 1.88 -0.67 0.30
N 0.42 -1.51 -0.24
H -1.92 0.74 2.25
H 0.59 0.19 -0.05


Molecular formula: C3H4S2
Method: DFT, the ωB97M-V functional and the def2-TZVPD basis

Computed properties:
ΔE to the lowest compared entry with this formula, charge and spin ... 131.7 kcal per mole
Total energy ... -912.850574 Eh
Kohn-Sham gap ... 7.3 eV
LUMO ... -0.57 eV
Charge ... 0

Positions of all 9 atoms, in Å:
C: -2.466 0.269 0.865
C: -1.801 0.160 -0.151
C: 1.816 0.199 -1.049
S: 2.807 0.759 0.430
S: 1.479 -0.799 0.356
H: -3.094 0.397 1.795
H: 0.037 -0.560 0.441
H: -1.321 -0.134 -1.013
H: 2.543 -0.291 -1.674

Cartesian forces, eV/Å:
C -0.05 0.17 0.01
C -2.19 0.11 3.06
C 0.13 0.92 -0.51
S -0.93 0.26 0.25
S -1.26 -1.14 0.10
H 1.26 -0.17 -1.76
H 1.98 0.44 0.63
H 0.83 0.00 -1.53
H 0.22 -0.58 -0.25